#1
The following is a quantum chemistry calculation of 2 unconnected molecules or ions with the total composition C2H3N3O, from the Open Molecules 2025 dataset.

Each line ends with the Löwdin charge.
Geometry (Å):
C  1.157  0.132  0.611  -0.210
H  -1.377  1.829  0.721  0.060
H  -2.284  -1.206  -0.422  0.052
C  -1.253  -1.485  -0.429  -0.096
N  0.195  0.882  0.468  -0.095
O  2.350  0.072  0.061  0.060
N  -0.144  -1.811  -0.455  0.070
N  -1.031  1.009  0.215  0.034
H  2.387  0.577  -0.770  0.125

HOMO level (spin up / spin down), eV: -8.94 / -8.94
Net charge: 0
HOMO-LUMO gap (spin up / spin down), eV: 9.04 / 9.04

---

#2
The following is a quantum chemistry calculation of C2H3N3O in the gas phase, from the Open Molecules 2025 dataset.

Each line ends with the Löwdin charge.
Geometry (Å):
H  1.083  -1.395  1.487  0.148
N  -0.260  -1.239  -0.054  0.113
H  -1.780  0.909  -1.624  0.114
C  0.890  0.536  0.620  -0.180
C  -0.606  -0.124  -0.659  -0.518
N  0.095  0.989  -0.324  0.123
H  1.535  1.146  1.235  0.120
N  0.715  -0.783  0.777  -0.005
O  -1.672  -0.039  -1.458  0.085

Structure (SMILES): Oc1nc[nH]n1
HOMO level, eV: -9.41
Net charge: 0
HOMO-LUMO gap, eV: 10.31

---

Which of them is the most stable, and which is the least stable? #2 and #1, in that order.

---

#1
The following is a quantum chemistry calculation of C2H3N3O in the gas phase, from the Open Molecules 2025 dataset.

Each line ends with the Löwdin charge.
Geometry (Å):
H  -0.257  2.207  -0.389  0.117
N  0.122  -1.038  0.245  0.037
C  0.168  1.201  -0.199  -0.087
H  1.942  -1.126  0.780  0.136
C  -0.661  -0.038  0.024  -0.389
H  -2.136  -1.201  -0.306  0.121
N  1.386  -0.641  0.052  -0.053
O  -1.999  -0.255  -0.094  0.042
N  1.435  0.892  -0.113  0.075

Structure (SMILES): Oc1cn[nH]n1
HOMO level, eV: -9.39
Net charge: 0
HOMO-LUMO gap, eV: 10.24

---

#2
The following is a quantum chemistry calculation of C2H3N3O in the gas phase, from the Open Molecules 2025 dataset.

Each line ends with the Löwdin charge.
Geometry (Å):
C  0.833  0.167  -0.500  -0.079
H  -1.560  0.952  -0.094  0.100
N  -1.476  -0.017  0.163  0.156
O  -0.231  -1.909  0.058  0.059
H  1.237  0.103  -1.501  0.113
H  -2.311  -0.545  0.375  0.110
N  2.257  1.181  1.190  0.211
C  -0.324  -0.705  -0.065  -0.546
N  1.599  0.698  0.398  -0.124

HOMO level, eV: -8.85
Net charge: 0
HOMO-LUMO gap, eV: 9.44

---

Which of them is the most stable, and which is the least stable? #2 and #1, in that order.

---

#1
The following is a quantum chemistry calculation of a molecular structure, C2H3N3O, from the Open Molecules 2025 dataset.

Each line ends with the Löwdin charge.
Geometry (Å):
C  -0.008  1.022  -0.254  -0.014
N  2.171  0.098  0.263  0.172
H  2.402  -0.861  0.536  0.073
N  0.944  0.124  0.093  -0.278
H  0.052  2.076  -0.458  0.096
O  -2.198  -0.212  -0.248  0.141
N  -0.016  -1.016  0.242  0.125
H  -2.442  -1.135  -0.069  0.135
C  -0.901  -0.087  -0.100  -0.449

HOMO level (spin up / spin down), eV: -8.17 / -8.17
Net charge: 0
HOMO-LUMO gap (spin up / spin down), eV: 8.41 / 8.41

---

#2
The following is a quantum chemistry calculation of C2H3N3O in the gas phase, from the Open Molecules 2025 dataset.

Each line ends with the Löwdin charge.
Geometry (Å):
N  -0.087  1.213  0.493  -0.110
H  2.307  -1.234  -0.149  0.023
C  1.566  -0.825  -0.866  0.054
N  0.390  -0.892  -0.361  -0.011
H  -0.768  1.690  1.119  0.150
H  -2.014  -1.122  -0.529  0.127
N  0.967  1.693  0.131  0.107
C  -0.512  -0.160  0.104  -0.415
O  -1.850  -0.363  0.058  0.073

HOMO level, eV: -8.22
Net charge: 0
HOMO-LUMO gap, eV: 8.53

---

Which of them is the most stable, and which is the least stable? #1 and #2, in that order.

---

#1
The following is a quantum chemistry calculation of C5H7N3 in the gas phase, from the Open Molecules 2025 dataset.

Each line ends with the Löwdin charge.
Geometry (Å):
H  -0.564  0.356  0.253  -0.020
N  1.401  1.822  -0.742  -0.100
H  -1.861  -0.933  -0.575  0.047
H  -2.262  -1.379  1.117  0.072
H  1.626  2.648  -1.314  0.142
H  1.784  -1.878  -0.158  0.097
C  -0.278  -1.705  0.519  -0.181
C  -1.521  -1.166  0.358  -0.046
N  1.247  0.705  -1.542  0.087
H  -0.195  -2.062  1.582  0.123
N  0.494  2.121  0.170  -0.046
C  0.901  -0.356  -1.005  -0.113
H  -1.163  1.891  1.165  0.075
C  -0.459  1.398  0.524  -0.040
C  0.849  -1.462  -0.354  -0.097

Structure (SMILES): C=CC=C=NNN=C
HOMO level, eV: -8.47
Net charge: 0
HOMO-LUMO gap, eV: 9.37

---

#2
The following is a quantum chemistry calculation of C5H7N3 in the gas phase, from the Open Molecules 2025 dataset.

Each line ends with the Löwdin charge.
Geometry (Å):
H  3.085  0.045  -0.210  0.030
C  -1.625  1.199  -0.232  -0.202
N  2.545  -0.763  0.034  0.121
C  -0.361  1.582  -0.490  -0.188
H  -2.902  -0.442  0.271  0.174
H  -2.811  1.581  -0.686  0.179
H  1.595  1.696  -0.220  0.134
C  0.255  -1.458  0.111  -0.109
N  -1.902  0.089  0.802  -0.049
C  1.300  -0.468  -0.084  -0.415
H  0.524  -2.590  0.086  0.144
H  -1.599  -2.228  0.698  0.136
C  -0.996  -1.212  0.416  -0.123
N  0.930  0.908  -0.399  0.029
H  -0.352  2.441  -1.333  0.138

Structure (SMILES): [H]/N=C1/C=CNC=CN1
HOMO level, eV: -8.53
Net charge: 0
HOMO-LUMO gap, eV: 9.03

---

#3
The following is a quantum chemistry calculation of a molecular structure, C5H7N3, from the Open Molecules 2025 dataset.

Each line ends with the Löwdin charge.
Geometry (Å):
C  -1.136  -1.119  0.114  -0.157
C  2.370  0.150  -0.086  -0.152
N  1.499  -0.936  -0.073  0.051
H  -1.730  2.489  0.039  0.175
H  -1.300  1.032  1.491  0.161
H  3.421  0.093  0.101  0.104
C  0.320  0.799  -0.236  -0.313
H  -1.540  0.237  -1.559  0.154
H  -1.244  -0.930  1.319  0.149
H  1.934  -1.875  0.195  0.186
N  1.641  1.273  -0.229  0.092
H  -1.573  -2.039  -0.458  0.134
C  0.238  -0.564  -0.333  -0.285
N  -1.839  0.065  -0.465  -0.172
C  -1.062  1.324  0.178  -0.126

HOMO level, eV: -8.37
Net charge: 0
HOMO-LUMO gap, eV: 9.14

---

#4
The following is a quantum chemistry calculation of a molecular structure, C5H7N3, from the Open Molecules 2025 dataset.

Each line ends with the Löwdin charge.
Geometry (Å):
H  -1.743  -0.197  -1.280  0.086
C  -1.766  -0.099  -0.197  -0.225
C  1.532  1.044  0.125  -0.202
N  0.336  0.680  -0.142  -0.054
H  -0.821  -1.332  1.433  0.116
N  -1.058  1.121  0.308  -0.009
N  1.696  -1.165  -0.128  0.119
C  2.271  -0.009  0.168  -0.246
H  -1.154  -2.218  -0.285  0.121
H  3.371  -0.062  -0.059  0.121
H  -2.921  0.154  0.156  0.158
H  2.013  2.117  0.010  0.162
H  -1.344  2.129  -0.319  0.205
C  -0.869  -1.339  0.341  -0.069
C  0.457  -0.824  -0.131  -0.284

HOMO level, eV: -8.32
Net charge: 0
HOMO-LUMO gap, eV: 9.10

---

Which of them is the most stable, and which is the least stable? #4 and #1, in that order.